# 1
One molecule with the formula C18H28NO4P in a non-equilibrium geometry, computed with ωB97M-V with the def2-TZVPD basis set.

For the orbital gap, the calculation gives 9.9415 eV. Its charge is 0. The LUMO energy is 0.69 eV. The calculated total energy comes out at -1399.8731 a.u.

```
52
Properties=species:S:1:pos:R:3:mulliken_charge:R:1
O 0.386 0.177 1.980 -0.85
P 0.191 0.260 0.531 0.30
O 0.587 -1.004 -0.370 -0.14
C -0.037 -2.288 -0.326 -0.25
C -0.546 -2.648 1.062 -0.21
C -1.164 -4.043 1.054 -0.95
C -2.302 -4.116 0.041 -0.51
C -1.798 -3.748 -1.351 -0.89
C -1.174 -2.355 -1.344 -0.02
O -1.330 0.526 0.095 0.06
C -2.196 1.207 1.003 0.10
C -1.864 2.694 1.058 -1.00
C -2.089 3.355 -0.299 -0.26
C -3.532 3.146 -0.750 -0.91
C -3.845 1.655 -0.834 -0.40
C -3.626 0.983 0.520 -1.04
C 1.238 1.471 -0.413 0.06
O 0.757 1.589 -1.720 -0.62
C 2.645 0.967 -0.289 0.05
C 3.323 0.385 -1.351 -0.46
C 4.604 -0.103 -1.145 -0.46
C 5.154 0.009 0.121 -0.36
N 4.518 0.566 1.139 -0.67
C 3.301 1.030 0.940 -0.14
H 0.759 -2.987 -0.620 0.38
H 0.278 -2.588 1.775 0.35
H -1.294 -1.909 1.358 0.08
H -1.535 -4.282 2.052 0.40
H -0.399 -4.778 0.795 0.37
H -2.726 -5.122 0.027 0.33
H -3.094 -3.423 0.335 0.28
H -2.620 -3.775 -2.068 0.39
H -1.050 -4.477 -1.670 0.36
H -0.788 -2.107 -2.336 0.35
H -1.924 -1.609 -1.076 -0.18
H -2.048 0.770 1.999 0.37
H -0.824 2.801 1.376 0.23
H -2.501 3.160 1.812 0.58
H -1.411 2.915 -1.033 0.13
H -1.867 4.421 -0.230 0.38
H -3.687 3.612 -1.725 0.40
H -4.210 3.621 -0.038 0.32
H -3.188 1.191 -1.570 0.15
H -4.878 1.504 -1.155 0.41
H -3.820 -0.089 0.443 0.28
H -4.310 1.400 1.261 0.48
H 1.153 2.458 0.052 0.68
H 0.584 0.697 -2.045 0.43
H 2.865 0.328 -2.329 0.41
H 5.159 -0.558 -1.951 0.40
H 6.149 -0.358 0.337 0.38
H 2.815 1.473 1.798 0.42
```

***

# 2
C38H26Cl2N13O3PW as an isolated structure, computed with ωB97M-V with the def2-TZVPD basis set.

The spin multiplicity is 3. For the orbital gap (alpha / beta), the calculation gives 6.6687 / 7.0932 eV. Its charge is 0. The LUMO energy (alpha / beta) is -0.61 / -0.68 eV. The calculated total energy comes out at -3730.2584 a.u.

```
84
Properties=species:S:1:pos:R:3:mulliken_charge:R:1
W -1.242 -0.225 -1.058 1.86
Cl -1.984 6.041 2.021 -0.23
C -1.772 4.810 0.823 -0.36
C -1.806 3.481 1.230 -0.29
C -1.619 2.474 0.297 0.50
N -1.649 1.086 0.562 1.33
C -2.256 0.613 1.676 -0.76
O -2.662 1.238 2.643 -0.74
C -2.370 -0.887 1.698 0.92
C -2.855 -1.526 2.823 -0.71
C -2.859 -2.909 2.843 -0.62
C -2.376 -3.601 1.744 -0.96
C -1.933 -2.896 0.642 -0.18
N -1.945 -1.556 0.618 0.10
C -1.367 2.808 -1.046 -0.52
C -1.403 4.131 -1.456 -0.99
C -1.591 5.132 -0.510 0.21
Cl -1.577 6.779 -1.042 -0.22
N -1.048 1.720 -1.864 0.58
C -0.892 1.813 -3.207 -0.15
O -1.163 2.723 -3.967 -0.75
C -0.137 0.606 -3.712 0.49
C 0.250 0.475 -5.027 -0.72
C 1.156 -0.536 -5.323 -0.52
C 1.638 -1.344 -4.303 -0.96
C 1.143 -1.187 -3.019 -0.18
N 0.251 -0.236 -2.742 0.69
H -2.004 3.252 2.263 0.72
H -3.201 -0.921 3.648 0.60
H -3.229 -3.443 3.708 0.45
H -2.348 -4.681 1.722 0.50
H -1.560 -3.399 -0.237 0.49
H -1.269 4.388 -2.493 0.65
H -0.128 1.173 -5.759 0.58
H 1.498 -0.678 -6.339 0.42
H 2.364 -2.120 -4.495 0.51
H 1.432 -1.839 -2.209 0.49
N -3.806 -1.734 -3.144 0.01
C -2.670 -2.457 -2.937 0.11
N -2.455 -3.661 -3.441 -0.62
N -1.234 -4.000 -3.001 -0.86
N -0.730 -3.075 -2.275 -0.24
N -1.627 -2.047 -2.206 0.21
C -4.129 -0.614 -2.415 0.19
N -5.317 -0.054 -2.435 -0.59
N -5.204 1.000 -1.600 -0.82
N -4.033 1.079 -1.108 -0.36
N -3.285 0.045 -1.609 0.47
H -4.550 -2.171 -3.663 0.28
O 0.605 -0.590 -0.104 -0.19
P 1.648 -0.274 0.949 1.66
C 1.065 -0.583 2.621 0.54
C 0.300 0.403 3.247 -0.34
C -0.233 0.177 4.504 -0.64
C 0.010 -1.027 5.150 -0.71
C 0.780 -2.007 4.540 -0.85
C 1.308 -1.788 3.278 -0.53
C 2.156 1.442 0.906 0.48
C 1.825 2.202 -0.210 -0.21
C 2.125 3.557 -0.242 -0.64
C 2.770 4.145 0.834 -0.77
C 3.120 3.384 1.945 -0.85
C 2.806 2.038 1.988 -0.21
C 3.038 -1.361 0.625 0.53
C 2.764 -2.659 0.189 -0.46
C 3.804 -3.531 -0.083 -0.72
C 5.119 -3.111 0.073 -0.66
C 5.394 -1.819 0.495 -0.63
C 4.355 -0.941 0.770 -0.78
H 0.112 1.347 2.751 0.33
H -0.846 0.939 4.966 0.46
H -0.403 -1.202 6.136 0.42
H 0.975 -2.942 5.049 0.46
H 1.912 -2.554 2.807 0.41
H 1.308 1.747 -1.046 -0.01
H 1.830 4.150 -1.097 0.52
H 2.993 5.204 0.817 0.43
H 3.617 3.848 2.786 0.43
H 3.042 1.458 2.873 0.53
H 1.738 -2.979 0.044 0.29
H 3.588 -4.534 -0.424 0.47
H 5.932 -3.792 -0.144 0.40
H 6.419 -1.488 0.604 0.44
H 4.574 0.071 1.085 0.38
```

***

# 3
One molecule with the formula C4H6S2 in a non-equilibrium geometry, computed with ωB97M-V with the def2-TZVPD basis set.

For the orbital gap, the calculation gives 8.3006 eV. Its charge is 0. The LUMO energy is -0.43 eV. The calculated total energy comes out at -952.3188 a.u.

```
12
Properties=species:S:1:pos:R:3:mulliken_charge:R:1
C -1.948 -1.004 -0.320 -0.73
C -0.688 -0.743 -0.210 -0.05
C -0.094 0.638 0.010 0.43
S -0.808 1.992 -0.363 -0.28
C 1.203 0.527 0.698 -0.69
S 2.433 0.123 -0.535 -0.16
H -2.365 -2.069 -0.493 0.21
H -2.732 -0.240 -0.357 0.24
H 0.009 -1.580 -0.322 0.21
H 1.279 1.321 1.505 0.36
H 1.132 -0.392 1.366 0.29
H 2.578 1.429 -0.980 0.16
```

***

# 4
C5H10N2S as an isolated structure in a non-equilibrium geometry, computed with ωB97M-V with the def2-TZVPD basis set.

For the orbital gap, the calculation gives 9.5176 eV. Its charge is 0. The LUMO energy is 0.54 eV. The calculated total energy comes out at -704.0645 a.u.

```
18
Properties=species:S:1:pos:R:3:mulliken_charge:R:1
C 0.901 -0.764 0.085 -0.04
C -0.126 -0.180 1.115 -0.32
C 0.247 1.242 0.644 -0.72
C -0.164 -0.254 -0.986 -0.34
C -1.121 -0.645 0.161 -0.23
H 2.831 -0.798 -0.414 0.24
H 2.174 0.585 -0.831 0.29
H 0.815 -1.945 0.007 0.28
H 0.010 -0.434 2.191 0.39
H -0.354 1.997 1.279 0.31
H 1.335 1.581 0.941 0.33
H -1.278 1.473 -0.916 0.29
H -0.198 -0.307 -2.062 0.42
H -1.188 -1.694 0.524 0.43
H -3.189 -1.054 -0.937 0.16
N 2.251 -0.153 -0.104 -0.63
N -0.122 1.272 -0.730 -0.57
S -2.824 0.077 0.033 -0.30
```

***

> Which of these has the lowest calculated total energy?

C38H26Cl2N13O3PW

***

> Number 2 is which compound?

C38H26Cl2N13O3PW